Molecular formula: C59H47N7O2S2TeTi
Method: DFT, the ωB97M-V functional and the def2-TZVPD basis

Geometry as XYZ:
```
119
Properties=species:S:1:pos:R:3
Ti 1.623 0.191 0.802
C 3.811 1.318 3.036
N 3.921 0.605 1.765
C 4.717 -0.591 1.719
C 3.737 -1.732 1.954
N 2.515 -1.784 1.622
C 2.033 -3.039 1.866
C 0.730 -3.516 1.849
C 0.503 -4.758 2.320
C 1.511 -5.515 2.958
C 2.834 -5.031 3.073
C 3.056 -3.761 2.502
N 4.150 -2.927 2.515
C 2.687 0.681 3.757
N 1.646 0.114 3.184
C 0.719 -0.157 4.186
C -0.471 -0.921 4.116
C -1.111 -1.028 5.286
C -0.593 -0.535 6.512
C 0.619 0.116 6.647
C 1.288 0.292 5.419
N 2.521 0.825 5.093
H 3.667 2.420 2.943
H 4.727 1.265 3.595
H 4.230 1.345 1.088
H 5.447 -0.570 2.512
H 5.295 -0.673 0.809
H -0.099 -2.952 1.433
H -0.540 -5.175 2.310
H 1.272 -6.522 3.290
H 3.659 -5.631 3.517
H 5.045 -3.161 2.951
H -0.966 -1.191 3.183
H -2.050 -1.533 5.267
H -1.061 -0.805 7.471
H 0.917 0.491 7.653
H 3.206 1.223 5.777
C -5.396 0.845 -1.226
C -3.987 0.588 -0.822
C -3.329 1.467 0.073
C -1.999 1.196 0.396
C -1.473 2.119 1.427
O -1.140 1.572 2.473
C -1.535 3.585 1.249
C -1.846 4.538 2.266
C -1.883 5.858 2.042
C -1.594 6.379 0.794
C -1.157 5.494 -0.169
C -1.222 4.115 -0.025
C -1.379 -0.023 0.070
O -0.155 -0.273 0.583
C -2.060 -0.915 -0.803
C -3.354 -0.579 -1.193
C -1.443 -2.257 -1.192
N -0.239 -2.180 -1.555
C 0.573 -3.311 -1.749
C 1.449 -3.222 -3.010
Te 0.256 -3.268 -4.860
C -0.674 -1.433 -4.732
C 0.222 -0.247 -4.647
C -0.949 1.583 -4.975
C -2.345 1.198 -5.142
C -2.800 -0.084 -5.096
C -1.989 -1.296 -4.888
C -2.347 -3.465 -1.083
C -3.135 -3.697 0.031
C -3.992 -4.745 0.164
C -4.076 -5.624 -0.945
C -3.344 -5.452 -2.100
C -2.441 -4.357 -2.119
H -6.101 0.190 -0.766
H -5.644 0.590 -2.271
H -5.685 1.871 -1.021
H -3.693 2.489 0.267
H -2.126 4.165 3.286
H -2.128 6.459 2.894
H -1.650 7.473 0.509
H -0.876 5.957 -1.096
H -0.881 3.397 -0.777
H -3.810 -1.220 -1.978
H 0.065 -4.333 -1.679
H 1.348 -3.255 -0.957
H 2.150 -4.020 -3.003
H 1.887 -2.205 -2.973
H 1.272 -0.582 -4.618
H -0.662 2.659 -5.046
H -3.066 1.951 -5.389
H -3.871 -0.165 -5.328
H -2.626 -2.241 -4.800
H -3.249 -3.026 0.930
H -4.682 -4.894 1.057
H -4.635 -6.560 -0.807
H -3.355 -6.125 -2.990
H -1.878 -4.229 -2.997
S 3.055 3.039 -2.771
C 1.971 2.124 -3.818
C 2.098 2.106 -5.249
C 1.263 1.526 -6.183
C 0.040 0.719 -5.869
C -0.251 0.880 -3.693
C 0.886 1.608 -3.136
N 0.975 1.800 -1.709
C 2.260 2.409 -1.272
C 1.994 3.249 -0.053
C 2.263 4.548 -0.104
C 2.222 5.277 1.118
C 1.805 4.565 2.238
C 1.347 3.278 2.167
C 1.563 2.500 1.029
H 2.898 2.741 -5.605
H 1.572 1.473 -7.242
H -0.402 0.217 -6.790
H -1.021 0.542 -2.984
H 2.616 4.998 -1.050
H 2.637 6.284 1.216
H 1.826 5.009 3.178
H 0.906 2.810 3.093
S 2.921 -0.501 -1.208
C 2.043 0.969 -0.965
```

**E_LUMO (spin up / spin down)**: -0.2 / -0.2 eV
**Charge**: 0
**ΔE to the lowest compared entry with this formula, charge and spin**: 204.8 kJ/mol
**Frontier orbital gap (spin up / spin down)**: 6.089 / 6.090 eV